A single C6H11NO2 molecule at a distorted geometry, computed with the ωB97M-V functional and the def2-TZVPD basis.

Computed properties:
* Kohn-Sham gap: 8.88 eV
* max |F|: 3.99 eV Å⁻¹
* HOMO level: -0.3163 Eh
* energy relative to the best compared isomer or geometry (same formula, charge and spin): 68.3 kcal/mol
* SMILES string: C=C(/N=C(\C)O)[C@@H](C)O

The geometry in ORCA input format:
```
! RIJCOSX wB97M-V def2-TZVPD def2/J DEFGRID3
* xyz 0 1
C -0.5331 -1.9750 -0.8712
C -0.1755 -1.1296 0.0872
N -0.9070 -0.5381 1.0302
C -1.1299 0.7425 1.1426
C -1.5286 1.6211 -0.0207
O -1.7134 1.1609 2.3006
C 1.4876 -0.5619 0.1596
C 1.9620 -0.2307 -1.2464
O 1.5720 0.4849 1.0120
H -1.5590 -2.2956 -0.9628
H 0.1849 -2.4174 -1.5380
H -2.6135 1.6128 -0.1274
H -1.0691 1.2585 -0.9374
H -1.2235 2.6463 0.1776
H -1.6391 0.4526 2.9564
H 1.9825 -1.4386 0.5919
H 3.0009 0.0999 -1.1972
H 1.9081 -1.0959 -1.9014
H 1.3605 0.5702 -1.6766
H 0.6333 1.0330 1.0211
*
```

A molecular structure, C6H11NO2 at a distorted geometry, computed with the ωB97M-V functional and the def2-TZVPD basis.

Computed properties:
* Kohn-Sham gap: 9.22 eV
* max |F|: 1.07 eV Å⁻¹
* HOMO level: -0.3127 Eh
* energy relative to the best compared isomer or geometry (same formula, charge and spin): 75.9 kcal/mol

The geometry in ORCA input format:
```
! RIJCOSX wB97M-V def2-TZVPD def2/J DEFGRID3
* xyz 0 1
C -0.0523 -0.5747 0.1194
C -0.5298 -0.4138 1.5604
C -0.9237 -1.5404 -0.6492
C 1.4416 -0.7986 0.0244
C -0.1354 1.0551 -1.3651
N 0.6369 2.0096 -0.9934
C -0.6293 1.0021 1.1917
O -0.7913 0.6663 -2.2759
O 0.3278 1.8322 1.4022
H 0.8085 2.7427 -1.6698
H 0.6616 2.1491 0.2592
H 0.2256 -0.6054 2.3181
H -1.4768 -0.9037 1.7726
H -1.5890 1.3570 0.8052
H -0.9156 -2.5153 -0.1505
H -0.5790 -1.6754 -1.6717
H -1.9565 -1.1913 -0.6975
H 1.7765 -0.8480 -1.0124
H 1.7117 -1.7463 0.5041
H 1.9885 -0.0012 0.5280
*
```

A single C6H11NO3 molecule at a distorted geometry, computed with the ωB97M-V functional and the def2-TZVPD basis.

Computed properties:
* Kohn-Sham gap: 8.63 eV
* max |F|: 3.14 eV Å⁻¹
* HOMO level: -0.3073 Eh
* energy relative to the best compared isomer or geometry (same formula, charge and spin): 96.1 kcal/mol
* SMILES string: C[N@H+]1CCO[C@@]1(C)C(=O)[O-]

The geometry in ORCA input format:
```
! RIJCOSX wB97M-V def2-TZVPD def2/J DEFGRID3
* xyz 0 1
C 0.0513 1.7279 -0.0662
N -0.2351 0.3119 0.3205
C -1.5556 -0.1886 -0.1241
C -1.3887 -1.7011 -0.2832
O -0.0779 -2.0211 0.1356
C 0.7760 -0.7601 -0.2251
C 1.9273 -0.8357 0.7603
C 0.8854 -0.7996 -2.1182
O 0.0825 -0.0551 -2.6087
O 1.7059 -1.5741 -2.4307
H -0.2832 1.9510 -1.1045
H -0.5565 2.4896 0.5573
H 1.0377 2.0753 0.1337
H 0.0602 0.1768 1.3598
H -1.6123 0.1152 -1.1056
H -2.3537 0.1422 0.6070
H -2.0831 -2.2137 0.4051
H -1.5272 -2.0292 -1.3429
H 1.5617 -0.9650 1.8035
H 2.5357 0.0112 0.6523
H 2.4986 -1.8492 0.7305
*
```